Entry 1:
Formula: C32H58BN8PtS
Source: the Open Molecules 2025 dataset
Level of theory: the ωB97M-V functional and the def2-TZVPD basis

The geometry in ORCA input format:
```
! RIJCOSX wB97M-V def2-TZVPD def2/J DEFGRID3
* xyz 1 3
Pt -0.16581 0.20378 0.45242
C 1.83352 2.53633 0.30846
C 3.04488 1.85886 0.96469
C 4.27326 1.96521 0.04760
C 2.85668 0.40566 1.32720
C 3.78714 -0.40262 1.97045
C 3.30289 -1.69965 1.90598
C 4.20221 -2.84465 2.30477
C 3.57431 -4.15658 2.74334
C 5.23647 -3.07488 1.19084
N 2.09147 -1.65771 1.28880
N 1.84874 -0.36868 0.93989
B 1.05773 -2.74448 0.78520
N -0.33824 -2.65357 1.50736
N -1.07791 -1.52917 1.34391
C -2.31929 -1.74317 1.76438
C -2.38518 -3.04222 2.25998
C -1.13526 -3.60204 2.07046
C -0.87854 -5.05915 2.35075
C -0.88413 -5.86578 1.05110
C 0.34425 -5.38793 3.20019
C -3.45820 -0.76574 1.65003
C -3.30507 0.14784 0.43457
C -3.67958 0.01954 2.94780
N 0.81151 -2.46832 -0.74770
N 0.22926 -1.29032 -1.12834
C 0.18637 -1.24020 -2.45269
C 0.75708 -2.40457 -2.95783
C 1.14054 -3.16411 -1.86657
C 1.72625 -4.54642 -2.06645
C 2.57684 -5.16670 -0.96186
C 0.61334 -5.51141 -2.50476
C -0.44166 -0.15367 -3.28253
C -0.52518 1.21429 -2.61258
C -1.82767 -0.61357 -3.75375
H 2.12099 3.10401 -0.57609
H 1.31724 3.19998 0.99931
H 1.10224 1.77247 -0.01142
H 3.28020 2.38575 1.89305
H 4.08712 1.44155 -0.89214
H 5.15136 1.52136 0.51468
H 4.49279 3.01030 -0.17282
H 4.73450 -0.10261 2.38726
H 4.74973 -2.45271 3.16593
H 3.21313 -4.73012 1.89194
H 2.75531 -3.99492 3.43982
H 4.33376 -4.75752 3.24520
H 4.74455 -3.34255 0.25683
H 5.91118 -3.88630 1.46680
H 5.82778 -2.17780 1.01058
H 1.49683 -3.82347 0.96181
H -3.25359 -3.53014 2.67064
H -1.75598 -5.36275 2.92579
H -0.06986 -5.53635 0.41002
H -1.82246 -5.73701 0.51027
H -0.74864 -6.92783 1.26079
H 1.24317 -5.42608 2.59356
H 0.21256 -6.36695 3.66192
H 0.48551 -4.65535 3.99546
H -4.35102 -1.37532 1.49109
H -2.25915 0.50485 0.37387
H -3.95719 1.01859 0.49783
H -3.50574 -0.38496 -0.49481
H -2.84548 0.69251 3.14187
H -3.77141 -0.65839 3.79651
H -4.59874 0.60341 2.87495
H 0.88245 -2.67480 -3.99377
H 2.38521 -4.41627 -2.92873
H 1.96897 -5.58567 -0.16224
H 3.26287 -4.44248 -0.53060
H 3.16695 -5.98003 -1.38537
H -0.15423 -5.59597 -1.73700
H 1.02925 -6.50340 -2.68656
H 0.13285 -5.16720 -3.42003
H 0.19742 -0.05228 -4.16362
H -1.06499 1.15863 -1.66112
H -1.08326 1.90273 -3.24789
H 0.46501 1.63744 -2.43778
H -2.50217 -0.72601 -2.90170
H -1.76750 -1.57322 -4.26600
H -2.25748 0.11640 -4.44055
C 0.69675 2.47717 5.25298
N -0.19914 3.29268 4.44159
C -1.12703 4.09180 5.24332
C -0.52806 2.90664 3.18476
S -0.20727 1.29192 2.74593
N -1.03456 3.84310 2.36214
C -0.75279 5.26643 2.52074
C -1.76395 3.52579 1.14830
H 1.07166 3.10115 6.06253
H 1.53343 2.12485 4.65595
H 0.18244 1.61021 5.67497
H -1.50895 3.47496 6.05981
H -1.97399 4.42120 4.65221
H -0.62609 4.96066 5.67142
H 0.05167 5.41646 3.23333
H -1.63437 5.82467 2.83973
H -0.43689 5.66036 1.55356
H -2.00087 2.47078 1.12042
H -1.17488 3.78638 0.26550
H -2.69131 4.10116 1.12616
*
```

Output
LUMO level (alpha / beta) (eV): -1.8 / -3.1
HOMO energy (alpha / beta) (eV): -10.1646 / -11.0756
E_tot (hartree): -2234.39266
⟨S²⟩: 2.01
HOMO-LUMO gap (alpha / beta) (eV): 8.374 / 7.943
ΔE to the lowest compared entry with this formula, charge and spin (eV): 0.4382

Entry 2:
Formula: C30H26F3N5S7Sn
Source: the Open Molecules 2025 dataset
Level of theory: the ωB97M-V functional and the def2-TZVPD basis

The geometry in ORCA input format:
```
! RIJCOSX wB97M-V def2-TZVPD def2/J DEFGRID3
* xyz 2 1
Sn -0.10333 -0.63068 0.08990
S 4.53351 4.21602 4.23570
C 3.42173 3.51943 3.32840
S 1.90360 2.91415 3.97643
C 1.21696 2.33280 2.52061
C 2.07586 2.52516 1.29707
S 1.61340 2.06969 -0.18950
S 3.58900 3.27698 1.59864
S -0.25854 1.65130 2.48968
S -2.10304 0.94762 -0.23128
C -3.11889 0.24578 -1.38734
N -3.96466 0.98820 -2.05336
C -4.89701 0.36484 -3.01054
C -5.39088 -0.91936 -2.41470
N -4.23419 -1.77103 -2.10747
C -4.40928 -3.21016 -2.41708
C -4.52689 -3.41618 -3.90498
C -3.48259 -3.04173 -4.74924
C -3.60032 -3.21822 -6.11878
C -4.75813 -3.77392 -6.65237
C -5.79671 -4.15134 -5.81501
C -5.68272 -3.96776 -4.44261
C -3.10995 -1.25191 -1.67878
S -1.70181 -2.15267 -1.50030
C -3.99162 2.47189 -1.91159
C -2.81197 3.14202 -2.56367
C -2.57609 2.98988 -3.92779
C -1.49674 3.62145 -4.52512
C -0.65455 4.42501 -3.76458
C -0.89521 4.59396 -2.40787
C -1.96841 3.94795 -1.80800
H -4.38997 0.18990 -3.96232
H -5.72459 1.05061 -3.17222
H -6.01211 -1.45535 -3.13046
H -5.96762 -0.73797 -1.50456
H -5.32306 -3.52530 -1.91260
H -3.57103 -3.74815 -1.98346
H -2.56895 -2.62909 -4.33498
H -2.78626 -2.93633 -6.77273
H -4.84520 -3.91784 -7.72049
H -6.69508 -4.58985 -6.22668
H -6.49338 -4.26912 -3.78921
H -4.03089 2.71048 -0.84977
H -4.93147 2.79122 -2.35764
H -3.24702 2.39653 -4.53885
H -1.32552 3.50863 -5.58728
H 0.17658 4.93332 -4.23483
H -0.25222 5.23127 -1.81642
H -2.15520 4.07860 -0.74814
N 1.39315 -0.61821 -2.95134
C 1.66304 -0.01376 -4.12336
C 0.87758 1.11212 -4.18075
C 0.15317 1.10898 -2.98172
N 0.46550 0.05008 -2.23778
H 1.80175 -1.46920 -2.59813
H 2.38478 -0.42161 -4.80961
H 0.83687 1.83882 -4.97143
H -0.57394 1.82346 -2.62820
F -3.12685 -2.95792 6.42456
C -2.97439 -3.82119 5.41264
F -2.10813 -4.76362 5.80265
F -4.15376 -4.40501 5.18392
C -2.45677 -3.10217 4.18449
C -3.18546 -3.06403 3.01029
C -2.65872 -2.37157 1.93598
N -1.48533 -1.73936 1.97675
C -0.78431 -1.80167 3.11484
C -1.22868 -2.46509 4.24101
H -4.14445 -3.55414 2.93175
H -3.21167 -2.31582 1.00343
H 0.17529 -1.29779 3.12871
H -0.62716 -2.47908 5.13937
*
```

Output
LUMO level (eV): -7.2
HOMO energy (eV): -13.4992
E_tot (hartree): -4733.33561
HOMO-LUMO gap (eV): 6.328
ΔE to the lowest compared entry with this formula, charge and spin (eV): 0.0000

Per-record M, g/mol: 792.829; 856.747